{
  "formula": "C4H17N2O2",
  "method": "ωB97M-V/def2-TZVPD",
  "de_lowest_kj_mol": 454.7,
  "spin_multiplicity": 1,
  "energy_ev": -11489.178,
  "total_charge": 1,
  "lumo_energy_ha": -0.19695,
  "homo_energy_ev": -13.071,
  "elements": ["O", "O", "N", "N", "C", "C", "C", "C", "H", "H", "H", "H", "H", "H", "H", "H", "H", "H", "H", "H", "H", "H", "H", "H", "H"],
  "coordinates": [[-0.08897, 3.11115, 1.83033], [0.73824, -0.58822, -3.71824], [-0.58857, -1.50707, 1.31623], [-0.56371, 0.25515, -1.00209], [0.17849, -0.21014, 1.21241], [0.21211, -2.68697, 1.63424], [0.68098, 0.08287, -0.22410], [-0.88638, 1.68588, -1.00735], [-0.13647, 2.32019, -1.49528], [0.88796, -0.03242, 2.01702], [1.07914, -1.47616, -3.85463], [-0.96775, 2.04637, 0.02582], [0.75434, 3.49701, 2.09880], [-1.84389, 1.85267, -1.50020], [1.02918, -0.09829, -4.49209], [-0.68009, 0.44840, 1.26818], [-0.72068, 3.52903, 2.43249], [1.19743, -0.82919, -0.55846], [-0.44144, -0.06867, -1.95337], [-1.53376, -1.35976, 1.65570], [-1.10964, -1.93533, -0.29537], [-0.29263, -3.64899, 1.53746], [1.35511, 0.93470, -0.32462], [0.78297, -2.60795, 2.56118], [0.95803, -2.71423, 0.83594]],
  "forces_ev_per_a": [[0.05, 0.16, 0.42], [-0.02, -0.06, 0.18], [0.24, -0.79, -3.77], [1.26, 0.00, -0.17], [-1.98, 0.38, -0.76], [0.92, -0.51, -0.48], [-0.93, -1.84, -0.29], [-0.88, 0.25, 0.28], [0.10, -0.31, -0.07], [-0.05, -0.49, 0.06], [0.02, -0.09, -0.06], [-0.03, -0.06, -0.34], [-0.03, -0.04, -0.12], [0.03, -0.03, 0.00], [-0.03, 0.12, -0.07], [0.46, 0.83, 0.75], [0.03, -0.10, -0.18], [0.08, 0.33, -0.23], [0.20, 0.02, -0.11], [0.30, -0.43, 0.47], [1.08, 2.23, 3.26], [-0.43, 0.37, 0.37], [-0.07, -0.01, 0.46], [-0.48, 0.12, 0.18], [0.15, -0.03, 0.19]],
  "lowdin_charge": [-0.055, -0.046, -0.059, -0.121, -0.150, -0.085, -0.198, -0.102, 0.098, 0.139, 0.048, 0.050, 0.053, 0.090, 0.053, 0.092, 0.057, 0.111, 0.062, 0.139, 0.410, 0.099, 0.128, 0.102, 0.086]
}

---

{
  "formula": "C34H26IO9PRu",
  "method": "ωB97M-V/def2-TZVPD",
  "de_lowest_kj_mol": 67.3,
  "spin_multiplicity": 6,
  "energy_ev": -74080.836,
  "total_charge": -1,
  "lumo_energy_ha": [0.07104, 0.02076],
  "homo_energy_ev": [-5.735, -5.742],
  "s2": 8.76,
  "elements": ["I", "Ru", "P", "O", "O", "O", "O", "O", "O", "O", "O", "O", "C", "C", "C", "C", "C", "C", "C", "C", "C", "C", "C", "C", "C", "C", "C", "C", "C", "C", "C", "C", "C", "C", "C", "C", "C", "C", "C", "C", "C", "C", "C", "C", "C", "C", "H", "H", "H", "H", "H", "H", "H", "H", "H", "H", "H", "H", "H", "H", "H", "H", "H", "H", "H", "H", "H", "H", "H", "H", "H", "H"],
  "coordinates": [[6.43090, -5.73170, 3.63320], [-0.04270, -0.58060, -0.04770], [-0.53770, -0.02680, -2.47870], [-3.63230, 1.48980, 0.55400], [-0.49640, -2.35920, -1.58280], [-0.24750, 1.50380, 0.91830], [-0.56650, -0.93250, 2.45270], [-2.35300, -0.22350, -0.08810], [1.26940, -3.70990, -1.95880], [0.89830, -2.45770, 0.90470], [-0.66710, 3.19920, 2.28420], [2.36380, -0.91680, 0.33050], [-4.90830, 1.09280, -3.23470], [2.49960, 2.63770, -2.61720], [4.99600, -4.49000, 2.67730], [4.45840, -2.47350, 1.52560], [5.40170, -3.28720, 2.12990], [-2.24950, 0.41950, -2.84010], [2.15710, 3.52120, -3.62750], [-0.02210, -1.48380, -6.29250], [0.39810, -2.35090, -3.70790], [-0.59600, 0.04020, 3.47700], [-3.12250, -0.50120, -3.41100], [2.74840, -4.09010, 2.02100], [0.53310, -2.73400, -6.06690], [-4.04030, 2.01100, -2.66370], [0.44080, -2.86930, -2.27400], [-1.57180, 1.08750, 2.91230], [-2.19980, -1.68350, 3.87630], [1.63000, 1.62110, -2.26590], [0.41710, 1.47020, -2.93440], [-4.44890, -0.16170, -3.60380], [3.67980, -4.90890, 2.62710], [-1.95790, -1.21260, 2.43160], [-1.30780, -0.68990, 4.64270], [2.06440, -2.02110, 0.84890], [-2.60900, 0.17390, 2.26140], [-2.88520, 0.54570, 0.73540], [-0.12840, -1.08120, -3.92540], [0.93180, 3.40270, -4.26410], [-0.75660, 2.04010, 1.92490], [-2.72000, 1.67110, -2.44790], [0.06080, 2.38550, -3.91800], [3.13090, -2.87190, 1.47140], [-0.32760, -0.64910, -5.23180], [0.75620, -3.16370, -4.77250], [-4.39810, 2.98360, -2.35880], [4.74490, -1.52870, 1.09310], [-5.13310, -0.88390, -4.02950], [-3.58420, 0.24910, 2.74810], [-1.99540, 1.74790, 3.66920], [3.44300, 2.74560, -2.10120], [-5.94860, 1.34880, -3.37600], [0.78270, -3.37550, -6.89990], [1.87410, 0.93620, -1.45180], [3.37740, -5.85570, 3.05020], [-0.90420, 2.32220, -4.39850], [-0.59140, -1.20130, 5.28290], [-2.76320, -1.48830, -3.66660], [-3.24840, -1.64890, 4.16790], [-0.22560, -1.16170, -7.30400], [0.65790, 4.11220, -5.03320], [6.43710, -2.98070, 2.17000], [2.83710, 4.31450, -3.90700], [1.18870, -4.13230, -4.56800], [-2.17630, -1.93550, 1.64150], [-1.83780, -2.70550, 3.98960], [1.71020, -4.37500, 1.95380], [-1.87650, 0.01520, 5.24600], [-2.05190, 2.35680, -1.94520], [-0.74170, 0.32880, -5.42500], [0.40950, 0.40510, 3.69480]],
  "forces_ev_per_a": [[-0.29, 0.27, -0.22], [-0.91, -0.05, 1.26], [0.15, 0.87, -1.18], [-0.17, 0.30, -0.60], [-0.72, 0.63, 1.43], [1.42, -1.80, -2.64], [0.48, -0.23, -0.56], [2.00, -1.58, -1.88], [-0.06, 0.06, 0.12], [-0.80, 0.47, -0.40], [0.37, 0.61, -0.24], [-0.59, 0.69, -0.37], [0.05, 0.06, -0.03], [0.18, 0.07, 0.02], [0.46, -0.36, 0.28], [-0.20, -0.02, -0.05], [0.15, 0.04, 0.01], [-0.20, 0.10, 0.14], [0.06, 0.00, 0.05], [-0.04, 0.08, -0.11], [-0.10, 0.02, 0.32], [-0.23, 0.86, 0.86], [0.22, 0.01, 0.12], [-0.01, 0.15, -0.11], [0.04, -0.05, 0.02], [-0.10, 0.05, -0.04], [0.67, -0.59, -1.05], [0.97, 0.89, -0.59], [0.09, -0.18, -0.26], [-0.19, -0.17, 0.09], [-0.04, -0.08, 0.23], [-0.14, -0.05, -0.02], [-0.02, -0.13, 0.07], [-1.22, -0.37, 0.31], [0.35, -0.01, -0.06], [0.63, -0.46, 0.27], [-0.30, -0.17, -1.44], [-0.70, 0.57, 3.43], [0.25, -0.42, 0.20], [-0.01, 0.10, -0.09], [-1.87, -0.21, 2.76], [0.18, -0.18, -0.07], [0.03, 0.06, -0.01], [-0.08, -0.07, 0.00], [0.02, 0.09, 0.06], [0.08, 0.03, 0.00], [-0.03, 0.02, 0.08], [0.01, 0.13, -0.07], [-0.01, -0.03, -0.02], [0.14, -0.08, 0.06], [0.12, -0.13, 0.00], [0.03, 0.00, 0.06], [-0.08, 0.03, -0.03], [0.00, -0.04, -0.08], [0.17, 0.15, -0.18], [0.04, -0.03, 0.03], [-0.08, -0.04, -0.06], [0.01, -0.02, 0.06], [-0.01, -0.06, -0.07], [-0.01, 0.03, -0.05], [0.02, 0.08, -0.07], [-0.05, 0.02, -0.03], [0.03, -0.02, 0.03], [0.02, 0.04, 0.00], [0.00, -0.06, 0.08], [0.00, 0.12, 0.19], [-0.02, -0.02, 0.04], [-0.07, -0.06, 0.01], [0.02, 0.02, 0.04], [-0.03, 0.10, 0.04], [-0.04, 0.07, -0.03], [-0.11, -0.08, -0.09]],
  "lowdin_spin": [0.000, 4.006, 0.119, 0.025, 0.119, 0.132, 0.045, 0.137, 0.025, 0.110, 0.016, 0.089, 0.009, 0.000, 0.001, 0.002, 0.000, 0.010, 0.001, 0.001, 0.001, 0.002, 0.009, 0.002, 0.000, -0.001, 0.015, 0.004, 0.001, 0.008, 0.019, -0.001, 0.000, 0.000, 0.002, 0.019, 0.001, 0.012, 0.016, 0.001, 0.012, 0.008, 0.004, 0.004, 0.004, 0.000, 0.000, 0.000, 0.000, 0.000, 0.001, 0.000, 0.001, 0.000, 0.004, 0.000, 0.000, 0.000, 0.000, 0.000, 0.000, 0.000, 0.000, 0.000, 0.000, 0.000, 0.000, 0.001, 0.000, 0.000, 0.000, 0.000]
}

---

{
  "formula": "C27H32N4O3",
  "method": "ωB97M-V/def2-TZVPD",
  "de_lowest_kj_mol": 2425.2,
  "spin_multiplicity": 1,
  "energy_ev": -40597.930,
  "lumo_energy_ha": 0.01820,
  "homo_energy_ev": -7.475,
  "elements": ["O", "O", "O", "N", "N", "N", "N", "C", "C", "C", "C", "C", "C", "C", "C", "C", "C", "C", "C", "C", "C", "C", "C", "C", "C", "C", "C", "C", "C", "C", "C", "C", "C", "C", "H", "H", "H", "H", "H", "H", "H", "H", "H", "H", "H", "H", "H", "H", "H", "H", "H", "H", "H", "H", "H", "H", "H", "H", "H", "H", "H", "H", "H", "H", "H", "H"],
  "coordinates": [[-2.69323, 0.12760, -2.08170], [4.03063, 2.78563, -0.04007], [5.09133, 1.02910, 0.76228], [-3.55530, -0.96045, -0.23865], [-2.22940, 2.21169, 1.27767], [-4.19386, 1.11747, 1.55922], [1.27803, -0.20931, -1.02249], [4.04631, 1.66479, 0.19618], [3.04610, 0.80244, -0.29756], [-3.54144, 0.04769, 1.89176], [6.30253, 2.04392, 1.27484], [-3.43671, -1.28397, 1.17396], [-0.04156, -0.15137, -1.60549], [-1.09771, -0.52420, -0.53726], [0.65649, -5.34484, 0.19620], [0.88433, -4.44198, 1.37463], [-3.85620, 2.80160, -0.23406], [-4.84967, -0.33334, -0.58020], [0.68582, -4.66162, -1.03676], [2.92661, -0.47722, 0.13877], [0.07389, -6.51477, 0.45308], [1.84262, -0.93474, -0.27237], [-2.54530, -0.44014, -1.14085], [7.25324, 2.11767, 0.26477], [1.87659, 1.02683, -1.03696], [-3.02855, 3.85712, -0.69291], [-5.31632, 0.68280, 0.47662], [-3.38034, 2.07862, 0.72848], [1.23774, -3.19130, -1.33726], [1.35340, -3.11446, 0.97287], [-1.77583, 4.02506, 0.02167], [1.46768, -2.42881, -0.12572], [1.64284, 2.23703, -1.32680], [-1.20862, 2.93776, 0.89525], [-4.08388, -0.25220, 3.04352], [-0.93152, 0.13517, 0.38378], [1.20700, -2.84042, -2.14934], [-4.22387, -2.00072, 1.30832], [5.92223, 3.14826, 1.45937], [-4.79896, 0.16069, -1.55251], [-4.91451, 2.96469, -0.72474], [6.61566, 1.58416, 2.16492], [7.59082, 1.04239, -0.02903], [1.62621, -2.69117, 1.96631], [-0.60692, -6.68199, -0.64490], [0.97642, -4.81835, 2.22842], [-0.44550, 0.58088, -1.95310], [0.56374, 2.56055, -1.17905], [-5.86797, 1.32062, 0.26346], [3.79364, -1.24975, 0.72296], [-0.16003, -6.69217, 1.36549], [0.96830, -7.22478, 0.26466], [-1.06190, -1.65766, -0.09429], [-5.35952, -1.18139, -0.70638], [6.79858, 2.45976, -0.67440], [-3.09538, 4.53924, -1.48935], [7.89387, 2.68732, 0.61916], [-2.40823, -1.50316, 1.39225], [0.43833, -5.20384, -2.08154], [2.28480, 2.95633, -1.48633], [-2.56266, 0.50998, 2.61776], [-6.09611, 0.13272, 1.36144], [-0.84709, 4.58303, -0.51326], [-0.16419, 2.84186, 1.20611], [1.49656, 2.11398, -2.76363], [-0.05486, -1.14223, -2.25720]],
  "forces_ev_per_a": [[-2.53, 4.96, -9.71], [0.31, 7.52, -0.64], [2.05, 1.90, 1.78], [1.07, 1.97, -3.42], [4.27, -1.87, 1.63], [-4.44, 5.02, -8.32], [-8.21, 12.40, -8.93], [1.71, -4.36, -0.05], [-0.72, -0.95, 0.18], [2.74, -3.99, 11.30], [-6.13, 0.94, 0.77], [1.13, 2.55, -1.87], [2.18, -14.74, 4.56], [-0.41, -2.74, 2.25], [1.31, 10.51, 1.34], [1.17, 3.56, -13.16], [-3.52, 5.66, -5.92], [2.12, 2.47, 0.70], [1.93, 2.46, -3.91], [10.12, -2.45, 5.99], [0.63, -6.55, -9.82], [-0.86, -14.93, 5.32], [3.37, -4.68, 12.29], [-3.65, -7.48, -6.74], [6.96, -8.37, 5.09], [3.75, -0.94, 3.77], [6.52, -13.07, 9.57], [-0.86, -3.08, 5.27], [-1.87, -8.60, 15.64], [-0.64, -3.58, 9.03], [4.47, -1.57, -2.67], [-0.03, 1.34, -6.96], [-9.90, 5.56, -8.81], [-4.74, 3.79, -2.59], [0.98, 0.05, -2.71], [-0.71, -0.70, -1.16], [-0.23, 4.62, -11.72], [-0.02, -0.45, 1.00], [0.00, -2.56, -0.06], [0.32, -0.13, 0.13], [2.05, -1.56, 1.27], [0.18, -0.66, 1.17], [0.13, 1.88, 0.74], [-0.07, 0.90, -0.95], [1.07, -0.45, 3.96], [0.50, -2.55, 7.36], [-2.89, 9.16, -4.91], [1.24, 0.25, 0.13], [-8.14, 10.95, -4.17], [-2.84, 2.90, -1.75], [-2.79, -1.18, 5.61], [-1.41, 0.06, 0.19], [0.61, 2.63, -1.23], [-3.60, -2.64, -0.21], [0.27, 0.48, 0.34], [-1.10, 0.53, -0.92], [6.90, 5.20, 2.45], [0.07, -1.47, 0.09], [0.35, 0.89, 2.70], [3.60, 3.40, 0.66], [-1.98, -1.82, -2.99], [2.01, 0.86, -2.64], [-2.71, -0.38, 1.24], [-0.55, 0.02, 0.30], [-0.12, 0.57, 2.83], [-0.39, 2.58, 0.26]],
  "lowdin_charge": [0.175, 0.149, -0.004, -0.049, 0.073, -0.048, 0.039, -0.554, -0.075, -0.347, -0.128, -0.130, -0.055, -0.045, -0.390, 0.066, -0.043, -0.113, 0.020, -0.003, -0.089, -0.353, -0.489, -0.114, -0.281, -0.033, -0.043, -0.350, 0.098, -0.080, -0.044, -0.164, -0.021, -0.078, 0.162, 0.133, -0.034, 0.121, 0.162, 0.121, 0.169, 0.098, 0.140, 0.124, 0.186, 0.019, 0.013, 0.095, -0.053, 0.225, 0.015, 0.135, 0.156, 0.077, 0.108, 0.083, 0.000, 0.098, 0.132, 0.023, 0.189, 0.192, 0.124, 0.111, 0.205, 0.174]
}

---

{
  "formula": "C4H13ClFN2O4PSi",
  "method": "ωB97M-V/def2-TZVPD",
  "spin_multiplicity": 1,
  "energy_ev": -47932.885,
  "lumo_energy_ha": -0.00322,
  "homo_energy_ev": -8.344,
  "elements": ["Cl", "P", "Si", "F", "O", "O", "O", "O", "N", "N", "C", "C", "C", "C", "H", "H", "H", "H", "H", "H", "H", "H", "H", "H", "H", "H", "H"],
  "coordinates": [[3.45652, -0.11155, -0.06422], [1.04457, 0.54514, -2.66367], [2.74130, -0.66159, -1.94640], [2.37156, -2.20356, -1.93295], [-1.75298, 2.53663, 0.64056], [-0.42340, -1.60977, 2.95280], [-3.89392, 2.25410, 0.66958], [-0.42678, -1.24552, 0.82844], [-0.01877, -1.80801, 1.82664], [-2.77871, 2.09377, 1.12313], [1.11396, 2.15193, -1.73593], [-0.52154, -0.29821, -2.20569], [-2.66787, 1.28417, 2.36872], [1.06638, -2.80895, 1.63140], [-1.32004, 0.38205, -2.47210], [3.87083, -0.51479, -2.87192], [0.15508, 2.35158, -1.27794], [-1.62383, 1.22370, 2.64854], [1.34967, 2.90591, -2.46715], [-3.25211, 1.78132, 3.13692], [1.87146, 2.14309, -0.96723], [-0.65640, -1.17511, -2.81982], [-0.56000, -0.53690, -1.15663], [-3.06727, 0.29896, 2.15214], [1.32782, -3.22254, 2.59749], [0.68515, -3.57381, 0.96206], [1.90798, -2.28991, 1.18060]],
  "forces_ev_per_a": [[-0.08, -0.22, -0.15], [-0.09, 0.25, -0.95], [0.14, 0.74, 0.18], [-0.18, -0.60, 0.17], [-0.19, -0.07, 0.04], [-0.01, 0.01, -0.08], [0.18, -0.01, 0.04], [-0.02, -0.06, 0.29], [0.08, 0.01, -0.03], [0.04, 0.02, -0.08], [0.05, -0.72, -0.08], [0.34, 0.31, 0.26], [0.19, -0.01, 0.07], [0.07, -0.06, 0.13], [-0.21, 0.25, 0.04], [0.12, 0.00, 0.10], [-0.26, 0.09, 0.09], [0.03, 0.00, -0.07], [0.01, 0.41, -0.12], [-0.11, -0.01, -0.06], [0.18, 0.06, 0.28], [0.12, -0.37, -0.10], [-0.26, -0.14, 0.13], [-0.06, 0.02, 0.00], [-0.04, 0.03, 0.04], [0.00, 0.05, -0.08], [-0.05, 0.01, -0.08]],
  "lowdin_charge": [0.239, 0.705, -0.045, -0.229, 0.051, 0.072, 0.063, 0.039, -0.430, -0.445, -0.329, -0.344, 0.041, 0.055, 0.032, -0.055, 0.017, 0.086, 0.014, 0.098, -0.008, 0.029, -0.015, 0.098, 0.096, 0.106, 0.059]
}

---

{
  "formula": "C4H6N2O",
  "method": "ωB97M-V/def2-TZVPD",
  "de_lowest_kj_mol": 170.2,
  "spin_multiplicity": 1,
  "energy_ev": -9271.738,
  "lumo_energy_ha": 0.02789,
  "homo_energy_ev": -10.010,
  "elements": ["O", "N", "N", "C", "C", "C", "C", "H", "H", "H", "H", "H", "H"],
  "coordinates": [[1.88769, 1.89515, 0.04513], [1.25515, -0.29539, 0.56068], [0.77660, 0.59772, -1.51296], [-0.89416, -1.36960, 1.11993], [1.52369, 0.80598, -0.32107], [-0.46071, 0.53859, -0.70033], [-0.00070, -0.44808, 0.35427], [-1.04046, -2.32704, 0.60432], [-0.37052, 1.54570, -0.15453], [-0.43624, -1.57574, 2.08804], [-1.88577, -0.92508, 1.25860], [-1.37091, 0.28185, -1.24917], [0.78245, 1.47563, -2.02587]],
  "forces_ev_per_a": [[1.08, -0.71, -0.24], [-0.18, -0.07, -0.02], [0.18, 0.29, 0.01], [0.09, 0.04, 0.08], [0.30, 0.68, 0.26], [-0.30, 0.32, 0.24], [0.13, -0.01, 0.23], [0.12, 0.24, -0.08], [-1.83, -1.00, -0.60], [-0.11, -0.02, -0.06], [0.19, -0.02, 0.01], [0.15, 0.34, 0.20], [0.17, -0.06, -0.04]],
  "lowdin_charge": [0.100, 0.196, 0.063, -0.017, -0.551, -0.127, -0.323, 0.090, 0.154, 0.083, 0.084, 0.126, 0.122]
}

---

- Number 3 is which compound?
  C27H32N4O3